Model A:
Below is 2 unconnected molecules or ions with the total composition C3H7O2S, with properties calculated with ωB97M-V/def2-TZVPD.

Properties
Orbital gap (spin up / spin down): 5.4 / 7.7 eV
Total charge: -1
Molecular weight: 107.15 g mol⁻¹
E_HOMO (spin up / spin down): -1.37 / -3.63 eV

Last columns: bonded neighbours and bond lengths (Å).
Cartesian coordinates (Å):
1 C -0.773 1.085 0.663  C3 1.501, H7 1.095, H8 1.094, H9 1.095
2 C -1.087 -1.187 -0.502  C3 1.493, H10 1.109, H11 1.094, H12 1.092
3 C -0.503 0.186 -0.508  C1 1.501, C2 1.493, H13 1.084
4 O 3.350 1.137 -0.280  S6 1.484
5 O 2.980 -0.968 0.970  S6 1.484
6 S 2.776 -0.231 -0.301  O4 1.484, O5 1.484
7 H -1.189 2.048 0.349  C1 1.095
8 H -1.476 0.626 1.365  C1 1.094
9 H 0.141 1.306 1.224  C1 1.095
10 H -2.178 -1.196 -0.302  C2 1.109
11 H -0.622 -1.814 0.264  C2 1.094
12 H -0.931 -1.670 -1.469  C2 1.092
13 H -0.488 0.679 -1.473  C3 1.084

natural (NBO) atomic charges, in units of e: C -0.675; C -0.669; C -0.171; O -1.011; O -1.013; S 1.192; H 0.192; H 0.182; H 0.231; H 0.171; H 0.212; H 0.202; H 0.156

Model B:
Below is 2 unconnected molecules or ions with the total composition C3H7O2S, with properties calculated with ωB97M-V/def2-TZVPD.

Properties
Orbital gap: 7.5 eV
Total charge: -1
Molecular weight: 107.15 g mol⁻¹
E_HOMO: -4.16 eV

Last columns: bonded neighbours and bond lengths (Å).
Cartesian coordinates (Å):
1 C 1.798 0.642 -0.122  S2 1.787, H4 1.088, H5 1.085, H6 1.086
2 S 1.078 1.875 0.952  C1 1.787, C3 1.823
3 C -0.508 1.036 1.280  S2 1.823, H7 1.077, H8 1.081, H9 1.080
4 H 1.113 0.374 -0.923  C1 1.088
5 H 2.068 -0.294 0.356  C1 1.085
6 H 2.687 1.070 -0.576  C1 1.086
7 H -0.265 -0.004 1.417  C3 1.077
8 H -0.953 1.468 2.166  C3 1.081
9 H -1.168 1.178 0.437  C3 1.080
10 O -2.343 -2.535 -0.688  C11 1.237
11 C -1.470 -1.846 -1.231  O10 1.237, O12 1.251, H13 1.129
12 O -0.456 -1.311 -0.730  C11 1.251
13 H -1.581 -1.652 -2.337  C11 1.129

natural (NBO) atomic charges, in units of e: C -0.757; S 0.116; C -0.717; H 0.264; H 0.214; H 0.199; H 0.251; H 0.198; H 0.221; O -0.775; C 0.632; O -0.824; H -0.021

Most stable pick: model B. Distance to second place: 226.8 kJ/mol.

Model A:
Below is 8 unconnected molecules or ions with the total composition C6H29NO9, with properties calculated with ωB97M-V/def2-TZVPD.

Properties
Orbital gap: 8.9 eV
Total charge: 0
Molecular weight: 259.30 g mol⁻¹
E_HOMO: -9.03 eV

Last columns: bonded neighbours and bond lengths (Å).
Cartesian coordinates (Å):
1 C 1.426 1.754 0.932  O2 1.415, H10 1.090, H11 1.096, H12 1.091
2 O 0.055 2.023 1.155  C1 1.415, C3 1.408
3 C -0.730 2.039 -0.013  O2 1.408, C4 1.505, H13 1.099, H14 1.101
4 C -2.170 2.229 0.379  C3 1.505, N5 1.479, H15 1.091, H16 1.102
5 N -2.621 1.058 1.162  C4 1.479, C6 1.472, H17 1.015
6 C -3.729 1.440 2.052  N5 1.472, C7 1.538, H18 1.093, H19 1.090
7 C -4.996 1.772 1.247  C6 1.538, O8 1.404, H20 1.096, H21 1.099
8 O -5.689 0.674 0.714  C7 1.404, C9 1.413
9 C -6.763 1.010 -0.140  O8 1.413, H22 1.094, H23 1.085, H24 1.097
10 H 1.936 1.791 1.895  C1 1.090
11 H 1.809 2.638 0.410  C1 1.096
12 H 1.622 0.778 0.487  C1 1.091
13 H -0.540 1.138 -0.612  C3 1.099
14 H -0.356 2.863 -0.640  C3 1.101
15 H -2.871 2.417 -0.435  C4 1.091
16 H -2.250 3.163 0.958  C4 1.102
17 H -1.763 0.817 1.649  N5 1.015
18 H -3.430 2.307 2.648  C6 1.093
19 H -3.967 0.590 2.691  C6 1.090
20 H -4.802 2.513 0.463  C7 1.096
21 H -5.650 2.340 1.923  C7 1.099
22 H -7.560 1.475 0.448  C9 1.094
23 H -7.034 0.101 -0.666  C9 1.085
24 H -6.425 1.768 -0.858  C9 1.097
25 O 0.978 -2.241 0.759  H26 0.967, H27 0.968
26 H 0.738 -2.693 1.579  O25 0.967
27 H 0.159 -2.214 0.244  O25 0.968
28 O 3.491 -0.091 -2.491  H29 0.983, H30 0.962
29 H 3.571 -0.691 -3.264  O28 0.983
30 H 3.336 0.775 -2.880  O28 0.962
31 O 3.423 -1.307 -0.031  H32 0.982, H33 0.981
32 H 2.499 -1.583 0.157  O31 0.982
33 H 3.377 -0.862 -0.904  O31 0.981
34 O 3.344 -0.777 2.789  H35 0.966, H36 0.960
35 H 3.969 -0.784 2.054  O34 0.966
36 H 2.483 -0.786 2.364  O34 0.960
37 O 6.308 -2.228 -0.684  H38 0.962, H39 0.964
38 H 6.202 -1.316 -0.399  O37 0.962
39 H 5.499 -2.660 -0.387  O37 0.964
40 O 3.130 -2.404 -4.136  H41 0.973, H42 0.962
41 H 3.206 -2.892 -3.298  O40 0.973
42 H 2.240 -2.581 -4.457  O40 0.962
43 O 2.856 -4.243 -1.953  H44 0.963, H45 0.963
44 H 2.244 -4.159 -1.214  O43 0.963
45 H 3.447 -4.958 -1.699  O43 0.963

natural (NBO) atomic charges, in units of e: C -0.260; O -0.558; C -0.071; C -0.250; N -0.623; C -0.237; C -0.065; O -0.540; C -0.240; H 0.205; H 0.169; H 0.178; H 0.165; H 0.168; H 0.196; H 0.169; H 0.367; H 0.175; H 0.209; H 0.155; H 0.158; H 0.166; H 0.198; H 0.160; O -0.964; H 0.494; H 0.490; O -0.984; H 0.513; H 0.479; O -1.030; H 0.486; H 0.504; O -0.954; H 0.491; H 0.462; O -0.950; H 0.471; H 0.479; O -0.976; H 0.506; H 0.474; O -0.958; H 0.484; H 0.485

Model B:
Below is 9 unconnected molecules or ions with the total composition C6H29NO9, with properties calculated with ωB97M-V/def2-TZVPD.

Properties
Orbital gap: 10.0 eV
Total charge: 0
Molecular weight: 259.30 g mol⁻¹
E_HOMO: -10.05 eV

Last columns: bonded neighbours and bond lengths (Å).
Cartesian coordinates (Å):
1 C -3.000 1.838 1.120  C2 1.525, H9 1.094, H10 1.080, H11 1.093
2 C -2.155 0.639 1.537  C1 1.525, C3 1.567, C4 1.569, H12 1.088
3 C -1.664 0.850 3.010  C2 1.567, H13 1.091, H14 1.086, H15 1.090
4 C -0.941 0.459 0.559  C2 1.569, C5 1.534, N6 1.456, H16 1.084
5 C 0.013 1.661 0.586  C4 1.534, H17 1.083, H18 1.097, H19 1.091
6 N -0.260 -0.776 0.922  C4 1.456, C7 1.348, H20 1.004
7 C 0.210 -1.606 -0.032  N6 1.348, O8 1.228, H21 1.093
8 O -0.073 -1.405 -1.210  C7 1.228
9 H -3.786 1.883 1.880  C1 1.094
10 H -2.485 2.787 1.088  C1 1.080
11 H -3.503 1.661 0.166  C1 1.093
12 H -2.700 -0.301 1.500  C2 1.088
13 H -2.096 1.782 3.378  C3 1.091
14 H -0.589 0.936 3.136  C3 1.086
15 H -2.080 0.071 3.648  C3 1.090
16 H -1.462 0.422 -0.390  C4 1.084
17 H -0.375 2.447 -0.051  C5 1.083
18 H 0.067 2.061 1.606  C5 1.097
19 H 1.049 1.322 0.627  C5 1.091
20 H -0.011 -0.834 1.893  N6 1.004
21 H 0.899 -2.400 0.268  C7 1.093
22 O -1.198 -2.496 -4.406  H23 0.967, H24 0.961
23 H -1.232 -1.635 -3.967  O22 0.967
24 H -1.948 -2.996 -4.073  O22 0.961
25 O 3.891 1.548 2.038  H26 0.965, H27 0.971
26 H 4.252 2.374 1.691  O25 0.965
27 H 3.442 1.146 1.277  O25 0.971
28 O -0.167 0.044 -3.498  H29 0.961, H30 0.976
29 H 0.730 -0.079 -3.820  O28 0.961
30 H -0.131 -0.298 -2.585  O28 0.976
31 O -0.900 3.067 -2.589  H32 0.958, H33 0.965
32 H -1.277 3.328 -3.431  O31 0.958
33 H -0.691 2.125 -2.614  O31 0.965
34 O 2.452 0.748 -1.774  H35 0.961, H36 0.966
35 H 2.969 0.251 -2.413  O34 0.961
36 H 2.262 1.640 -2.096  O34 0.966
37 O -1.384 -4.622 -0.383  H38 0.960, H39 0.959
38 H -0.709 -3.966 -0.565  O37 0.960
39 H -2.250 -4.210 -0.354  O37 0.959
40 O 3.088 -0.634 0.604  H41 0.967, H42 0.973
41 H 3.879 -1.167 0.448  O40 0.967
42 H 2.677 -0.512 -0.269  O40 0.973
43 O 2.281 -2.699 2.330  H44 0.960, H45 0.974
44 H 2.175 -2.525 3.268  O43 0.960
45 H 2.734 -1.930 1.941  O43 0.974

natural (NBO) atomic charges, in units of e: C -0.615; C -0.202; C -0.640; C -0.056; C -0.664; N -0.604; C 0.522; O -0.700; H 0.210; H 0.215; H 0.212; H 0.206; H 0.217; H 0.203; H 0.217; H 0.222; H 0.245; H 0.210; H 0.228; H 0.412; H 0.168; O -0.958; H 0.489; H 0.462; O -0.958; H 0.462; H 0.487; O -0.988; H 0.471; H 0.509; O -0.970; H 0.476; H 0.491; O -0.973; H 0.481; H 0.503; O -0.946; H 0.476; H 0.471; O -0.977; H 0.486; H 0.510; O -0.971; H 0.472; H 0.489

Most stable pick: model B. Distance to second place: 146.3 kJ/mol.